The following is a DFT calculation (wB97M-V/def2-TZVPD) of a molecular structure, C3H2FO2Tb in a non-equilibrium geometry.

XYZ file:
```
9
Properties=species:S:1:pos:R:3:forces:R:3
F -1.977223 -1.391979 0.045713 1.8 0.9 -1.1
O 1.319338 0.967849 -0.584295 -0.1 -1.5 2.9
O -1.356415 0.399585 -1.048148 0.9 -2.7 1.0
C 1.162889 0.235509 0.455822 3.1 0.1 -2.8
C 0.023009 -0.550924 0.664707 0.7 0.1 1.2
C -1.005191 -0.519871 -0.289919 -6.2 0.0 0.4
H 2.086776 -0.103841 0.948710 -0.2 0.7 0.6
H -0.111722 -1.077619 1.605918 -0.1 -0.3 -0.2
Tb -0.141461 2.041292 -1.798508 0.0 2.7 -2.0
```
Forces are in eV/Å.

Output
**Multiplicity**: 7
**Lowest unoccupied orbital energy (alpha / beta)**: -13.152 / -10.376 eV
**Electronic energy**: -1189.571665 a.u.
**Frontier orbital gap (alpha / beta)**: 4.939 / 7.155 eV
**Maximum force**: 6.187 eV/Å
**Net charge**: +2
**Expectation value of S²**: 13.03

=====

The following is a DFT calculation (wB97M-V/def2-TZVPD) of C5H9NO in the gas phase.

XYZ file:
```
16
Properties=species:S:1:pos:R:3:forces:R:3
C -1.899972 -0.517421 0.007464 0.0 0.0 0.0
C -1.148138 0.608019 0.681552 -0.2 0.1 -0.1
N -0.017222 0.313801 1.567169 0.1 -0.2 0.1
C 0.233968 1.010933 0.309677 0.0 0.1 -0.2
C 1.002754 0.377195 -0.812301 0.0 0.2 0.0
C 2.086803 -0.583854 -0.585923 0.3 0.0 0.1
O 0.817410 -1.007688 -1.063303 -0.1 -0.2 0.0
H -2.332010 -0.193492 -0.945642 0.0 0.0 0.1
H -2.718766 -0.856081 0.651466 0.1 0.1 -0.1
H -1.241845 -1.364418 -0.196965 -0.1 0.1 0.0
H -1.788061 1.401020 1.069227 0.1 -0.1 0.0
H 0.224183 -0.671085 1.456765 0.0 0.1 0.0
H 0.502131 2.060074 0.444465 0.0 -0.2 0.0
H 1.059534 0.990414 -1.713874 0.0 -0.1 0.1
H 2.902895 -0.670975 -1.301883 -0.1 0.1 0.1
H 2.316331 -0.896448 0.432104 0.0 0.1 -0.1
```
Forces are in eV/Å.

Output
**Lowest unoccupied orbital energy**: 1.130 eV
**Electronic energy**: -325.828713 a.u.
**SMILES string**: C[C@H]1N[C@H]1[C@H]1CO1
**Frontier orbital gap**: 10.415 eV
**Maximum force**: 0.297 eV/Å
**Net charge**: 0

=====

The following is a DFT calculation (wB97M-V/def2-TZVPD) of a molecular structure, C5H9NO7S2 in a non-equilibrium geometry.

XYZ file:
```
24
Properties=species:S:1:pos:R:3:forces:R:3
C 1.528760 -0.133699 1.657086 -0.9 -1.0 0.7
C -1.374409 1.292749 0.474189 0.9 0.9 -1.6
C -1.272040 -0.140366 -1.554045 0.1 1.6 2.1
C -1.436513 -0.938439 0.754696 -1.5 -2.5 -1.8
C 1.277152 -0.176868 0.231333 -0.4 0.2 -0.5
N -0.872233 0.065690 -0.179427 -0.3 0.0 4.2
O 2.760018 -0.320596 1.405095 -0.1 0.3 1.3
O 1.190130 -1.878599 -1.864952 0.2 0.0 0.2
O 3.041234 0.789555 -1.227066 0.6 0.6 0.2
O 0.785188 -0.112820 2.633842 0.8 0.3 0.1
O 1.079882 -2.846485 0.378872 0.3 0.3 -0.1
O 2.029725 2.287305 0.556817 0.6 -0.7 -0.4
O 0.879282 1.824878 -1.471314 -0.3 -0.3 -0.2
S 1.804626 -1.875974 -0.502425 -0.8 -0.9 -0.6
S 1.880518 1.311429 -0.535158 -0.2 1.5 -0.9
H -1.677825 1.193089 1.476515 -0.2 -0.6 1.2
H -0.600346 2.002299 0.445390 1.2 1.1 0.2
H -2.154444 1.825873 -0.037157 -0.9 -0.3 -0.8
H -2.341155 -0.240372 -1.557919 -0.7 -0.5 -0.7
H -0.875859 0.707001 -2.036042 -0.2 1.4 -1.0
H -0.585620 -0.853433 -1.819770 0.6 -2.8 -1.5
H -1.344983 -1.961847 0.347341 1.1 0.3 0.3
H -1.192546 -0.924848 1.829452 0.4 0.5 -0.9
H -2.528547 -0.895528 0.594645 -0.4 0.6 0.6
```
Forces are in eV/Å.

Output
**Lowest unoccupied orbital energy**: 5.924 eV
**Electronic energy**: -1573.639496 a.u.
**Frontier orbital gap**: 6.783 eV
**Maximum force**: 4.210 eV/Å
**Net charge**: -2

=====

The following is a DFT calculation (wB97M-V/def2-TZVPD) of a gas-phase ion, C4H9N2O (charge +1) in a non-equilibrium geometry.

XYZ file:
```
16
Properties=species:S:1:pos:R:3:forces:R:3
C -0.176833 0.432039 -0.604550 -0.4 -0.4 0.2
C 1.162088 -0.297429 -0.529268 0.3 -0.1 0.4
C 1.959677 0.267259 0.648868 -0.1 0.0 0.1
C -2.484122 -0.044763 0.193799 -1.5 0.3 0.4
N 0.708859 -1.657819 -0.311594 0.7 -0.1 -0.7
N -1.123075 -0.231676 -0.106518 2.4 -0.6 -0.6
O -0.382911 -1.611472 0.405693 -1.1 0.6 0.4
H -0.270099 1.434259 -0.989560 -0.2 0.2 0.0
H 1.741844 -0.223123 -1.448452 -0.2 0.0 -0.1
H 1.869132 1.349815 0.687526 0.1 0.1 0.0
H 3.011249 0.019924 0.548667 0.0 -0.1 -0.1
H 1.592321 -0.156632 1.582278 -0.1 0.1 0.0
H -2.854373 -0.937256 0.700416 0.0 0.1 -0.1
H -3.050341 0.112372 -0.729527 0.1 -0.1 0.1
H -2.628698 0.824624 0.841286 0.1 -0.1 0.0
H 0.604224 -2.216460 -1.163671 -0.3 0.2 0.1
```
Forces are in eV/Å.

Output
**Lowest unoccupied orbital energy**: -4.528 eV
**Electronic energy**: -342.176565 a.u.
**SMILES string**: C[C@@H]1C=[N+](C)ON1
**Frontier orbital gap**: 10.212 eV
**Maximum force**: 2.569 eV/Å
**Net charge**: +1

=====

- What is the maximum force in the fourth record?
  2.569 eV/Å

=====

- Which value of electronic energy does entry 2 give?
  -325.828713 a.u.